116
Properties=species:S:1:pos:R:3:lowdin_charge:R:1 method="wB97M-V/def2-TZVPD" total_charge=-1 homo_energy_ev="-0.7 / -5.4" s_squared=0.75 spin_multiplicity=2 largest_force_ev_per_a=6.4
O 7.0768 13.4741 -12.8481 -0.30
S 7.8967 14.0314 -13.9079 0.69
O 7.5786 13.7402 -15.3431 -0.34
O 7.9591 15.6821 -13.7131 -0.30
C 8.3240 16.1867 -12.4247 -0.27
C 8.0652 17.7140 -12.4106 -0.06
C 9.6637 13.6549 -13.6251 -0.11
H 9.3604 15.9319 -12.2034 0.09
H 7.6233 15.7441 -11.7167 0.12
H 7.0131 17.9820 -12.5071 0.07
H 8.6721 18.2447 -13.1441 0.07
H 8.4769 18.0460 -11.4575 0.07
H 9.7882 12.7979 -14.2871 0.07
H 9.8841 13.4258 -12.5824 0.05
H 10.2735 14.4194 -14.1064 0.08
O 11.5440 18.9873 -4.0657 -0.28
S 12.0828 20.1066 -4.8081 0.68
O 12.8835 19.8451 -6.0304 -0.33
O 10.8167 21.1591 -5.0958 -0.29
C 10.7376 21.9157 -6.3710 -0.19
C 10.1050 20.8533 -7.3146 -0.07
C 13.1835 21.1284 -3.7746 -0.11
H 11.7214 22.2683 -6.6804 0.09
H 9.9518 22.6682 -6.3050 0.12
H 10.7567 19.9988 -7.4966 0.06
H 9.8529 21.2689 -8.2903 0.08
H 9.2216 20.3838 -6.8818 0.08
H 12.8309 21.1260 -2.7432 0.07
H 13.1684 22.1323 -4.1990 0.05
H 14.2343 20.8686 -3.9029 0.07
O 14.6455 11.3028 -8.9435 -0.29
S 13.9047 10.5800 -7.9112 0.68
O 12.6134 11.1205 -7.4632 -0.28
O 13.6825 8.9928 -8.2598 -0.24
C 14.7691 8.2570 -8.7001 -0.34
C 14.8209 7.0242 -7.8235 -0.06
C 14.9908 10.4004 -6.4579 -0.11
H 15.7420 8.7462 -8.7469 0.12
H 14.6167 8.0200 -9.7530 0.12
H 15.5580 6.3707 -8.2901 0.08
H 13.8445 6.5398 -7.8188 0.09
H 15.0206 7.2672 -6.7799 0.07
H 14.6783 9.5560 -5.8435 0.07
H 14.8779 11.3036 -5.8582 0.06
H 16.0220 10.3652 -6.8095 0.07
O 10.8751 16.1688 -7.8424 -0.31
S 11.4887 15.5777 -9.0382 0.68
O 10.8080 15.5239 -10.3028 -0.27
O 12.8823 16.4643 -9.3439 -0.25
C 13.5357 16.9411 -8.2260 -0.32
C 14.6061 17.8141 -8.8743 -0.06
C 12.1840 13.9795 -8.6726 -0.12
H 14.1033 16.1378 -7.7563 0.09
H 12.9874 17.5197 -7.4825 0.10
H 14.1781 18.6981 -9.3471 0.07
H 15.0891 17.3549 -9.7368 0.07
H 15.2885 18.1709 -8.1029 0.07
H 11.3223 13.3144 -8.6167 0.07
H 12.7692 13.9343 -7.7541 0.06
H 12.7338 13.6702 -9.5615 0.05
C 13.2061 16.1140 -4.1715 -0.04
C 14.0009 14.7545 -4.3142 -0.17
O 14.9037 14.7583 -5.4512 0.01
C 16.1053 15.3418 -5.4388 -0.31
O 16.5826 15.9657 -4.4347 0.09
C 16.8287 15.2676 -6.7575 -0.58
F 17.9608 14.5591 -6.6116 0.17
F 16.1080 14.5962 -7.6180 0.18
F 17.0233 16.4959 -7.2522 0.18
H 12.6194 16.2947 -5.0722 0.07
H 13.9449 16.9098 -4.0770 0.07
H 12.6048 16.0546 -3.2643 0.08
H 13.4325 13.8373 -4.4684 0.12
H 14.3368 14.5301 -3.3018 0.11
C 15.5696 14.3197 -11.1390 -0.05
C 15.2360 14.0495 -12.5772 -0.20
O 16.2529 14.5345 -13.4676 0.01
C 16.2777 15.8407 -13.9021 -0.34
O 15.4356 16.6334 -13.5918 0.17
C 17.4100 16.1583 -14.9202 -0.57
F 18.3323 15.2054 -15.1005 0.16
F 16.8655 16.3294 -16.1110 0.18
F 18.0061 17.2679 -14.4976 0.17
H 16.6132 14.0330 -11.0092 0.08
H 14.8964 13.8352 -10.4318 0.07
H 15.5814 15.3922 -10.9444 0.06
H 14.2464 14.4480 -12.8005 0.13
H 15.1020 12.9797 -12.7368 0.11
C 15.8015 24.0464 -4.6698 -0.09
C 16.3639 24.1146 -6.0217 -0.22
O 15.9906 23.0575 -6.9030 0.05
C 14.8366 23.1032 -7.5665 -0.32
O 13.9807 23.9801 -7.3466 0.12
C 14.6426 21.9787 -8.5788 -0.57
F 15.6876 21.1598 -8.6514 0.18
F 13.6288 21.2781 -8.1690 0.19
F 14.3398 22.4550 -9.8171 0.16
H 16.1292 24.8735 -4.0401 0.09
H 16.0382 23.1606 -4.0803 0.08
H 14.7182 24.0272 -4.5509 0.07
H 17.4422 24.0990 -5.8628 0.13
H 16.1849 25.1007 -6.4502 0.13
C 13.8403 9.4442 -12.9945 -0.06
C 13.7262 10.2122 -11.6071 -0.25
O 12.3882 10.1734 -11.1232 -0.09
C 11.4766 11.2170 -11.3328 -0.47
O 11.8646 12.3461 -11.6886 -0.07
C 10.0599 10.8692 -10.8303 -0.55
F 9.1800 11.1534 -11.7897 0.11
F 9.9663 9.5266 -10.5564 0.09
F 9.7473 11.6199 -9.7486 0.10
H 14.8501 9.5806 -13.3817 0.05
H 13.1043 9.8645 -13.6799 0.07
H 13.6120 8.3855 -12.8717 0.06
H 14.1844 11.1736 -11.8394 0.08
H 14.3236 9.7329 -10.8315 0.06